Entry 1:
{"formula": "C24H25N3O8S", "method": "ωB97M-V/def2-TZVPD", "smiles": "CC(=O)Nc1ccc(S(=O)(=O)N(C)c2ccc(OCC(=O)OCC(=O)NCc3ccco3)cc2)cc1", "e_homo_ha": -0.3001, "spin_multiplicity": 1, "elements": ["C", "C", "O", "N", "C", "C", "C", "C", "S", "O", "O", "N", "C", "C", "C", "C", "C", "O", "C", "C", "O", "O", "C", "C", "O", "N", "C", "C", "C", "C", "C", "O", "C", "C", "C", "C", "H", "H", "H", "H", "H", "H", "H", "H", "H", "H", "H", "H", "H", "H", "H", "H", "H", "H", "H", "H", "H", "H", "H", "H", "H"], "coordinates": [[0.120, 2.837, 4.411], [-0.644, 1.691, 3.780], [-1.846, 1.582, 3.885], [0.160, 0.805, 3.123], [-0.199, -0.357, 2.457], [0.819, -1.060, 1.805], [0.535, -2.215, 1.107], [-0.768, -2.675, 1.059], [-1.194, -4.058, 0.018], [0.000, -4.711, -0.431], [-2.203, -4.867, 0.632], [-1.938, -3.276, -1.300], [-3.379, -3.330, -1.335], [-1.279, -2.165, -1.826], [-1.956, -1.009, -2.221], [-1.266, 0.070, -2.733], [0.120, 0.039, -2.857], [0.680, 1.174, -3.396], [2.053, 1.219, -3.697], [2.831, 1.792, -2.515], [3.257, 2.921, -2.483], [2.942, 0.930, -1.512], [3.639, 1.352, -0.338], [2.724, 2.076, 0.660], [2.590, 1.678, 1.802], [2.140, 3.174, 0.169], [1.073, 3.859, 0.873], [-0.263, 3.318, 0.465], [-1.403, 3.924, 0.031], [-2.338, 2.884, -0.196], [-1.693, 1.728, 0.109], [-0.437, 1.978, 0.508], [0.802, -1.105, -2.468], [0.106, -2.194, -1.975], [-1.782, -2.007, 1.718], [-1.505, -0.853, 2.426], [1.175, 2.824, 4.156], [-0.333, 3.777, 4.104], [0.013, 2.763, 5.492], [1.130, 1.070, 2.978], [1.828, -0.681, 1.848], [1.308, -2.775, 0.608], [-3.845, -2.525, -0.756], [-3.720, -3.279, -2.370], [-3.669, -4.284, -0.904], [-3.029, -0.942, -2.141], [-1.791, 0.959, -3.044], [2.448, 0.239, -3.983], [2.156, 1.920, -4.531], [4.464, 2.017, -0.621], [4.022, 0.443, 0.126], [2.327, 3.455, -0.785], [1.237, 3.695, 1.942], [1.119, 4.927, 0.656], [-1.562, 4.975, -0.103], [-3.347, 2.991, -0.537], [-1.998, 0.701, 0.085], [1.876, -1.171, -2.535], [0.638, -3.091, -1.710], [-2.783, -2.408, 1.682], [-2.287, -0.322, 2.944]], "forces_ev_per_a": [[-0.15, -0.04, -0.02], [0.29, 0.21, 0.09], [-0.26, -0.01, 0.04], [0.48, -0.11, 0.07], [-0.18, -0.30, -0.11], [-0.07, 0.00, 0.03], [0.06, -0.03, 0.08], [-0.09, -0.65, -0.37], [-0.14, 0.26, -0.01], [0.13, 0.29, 0.00], [-0.20, 0.24, 0.08], [0.27, -0.88, 0.78], [-0.36, -0.19, 0.14], [0.59, 0.52, -0.43], [0.01, -0.23, 0.09], [0.35, 0.09, -0.13], [-0.33, -0.16, 0.06], [-0.09, 0.03, 0.10], [0.14, 0.01, -0.09], [-0.11, 0.27, -0.45], [0.04, 0.00, -0.04], [-0.16, -0.39, 0.07], [0.32, 0.15, 0.34], [0.32, -0.04, -0.61], [0.06, -0.22, 0.41], [-0.13, 0.42, -0.16], [-0.22, -0.43, 0.19], [-0.23, 0.88, -0.16], [0.63, -0.16, 0.25], [0.07, -0.56, 0.08], [-0.84, 0.29, -0.28], [0.51, -0.01, 0.12], [0.10, 0.24, -0.11], [-0.12, 0.08, -0.21], [0.01, -0.03, 0.02], [-0.17, 0.07, 0.05], [0.12, 0.06, 0.00], [-0.03, 0.03, -0.04], [0.00, -0.01, 0.05], [-0.24, 0.10, 0.07], [0.11, 0.02, 0.01], [0.14, 0.00, -0.06], [-0.05, 0.02, -0.03], [0.03, 0.03, 0.01], [-0.20, 0.12, -0.13], [-0.14, -0.02, 0.02], [-0.07, 0.11, -0.03], [-0.02, 0.09, 0.00], [0.08, -0.16, 0.21], [-0.10, -0.15, 0.06], [-0.11, 0.19, -0.03], [0.11, -0.15, 0.08], [0.01, 0.16, -0.12], [-0.05, -0.09, 0.08], [0.04, 0.26, -0.02], [-0.24, -0.07, -0.07], [0.05, -0.17, 0.03], [0.08, 0.01, 0.00], [0.12, -0.01, -0.06], [-0.18, 0.03, 0.06], [-0.01, -0.01, 0.00]]}

=====

Entry 2:
{"formula": "C5H8N", "method": "ωB97M-V/def2-TZVPD", "charge": 1, "e_homo_ha": -0.5455, "spin_multiplicity": 1, "elements": ["C", "C", "C", "C", "C", "N", "H", "H", "H", "H", "H", "H", "H", "H"], "coordinates": [[-1.739, -0.385, -0.276], [-0.825, -1.054, 0.404], [-0.718, 0.757, -0.685], [0.269, -0.140, 0.049], [1.689, -0.623, -0.208], [-0.051, 1.162, 0.659], [-2.852, -0.364, -0.402], [-0.900, -1.733, 1.274], [-0.677, 1.527, -1.449], [2.115, -0.101, -1.148], [1.467, -1.574, -0.492], [2.407, -0.691, 0.548], [0.603, 1.890, 0.403], [-0.789, 1.330, 1.322]], "forces_ev_per_a": [[-1.50, 1.94, -0.85], [-1.18, -0.88, 1.82], [0.12, -2.12, 0.77], [2.00, 0.46, -0.39], [-0.83, 3.35, -2.87], [-0.97, 0.78, -1.50], [1.29, -0.31, 0.23], [0.14, 0.03, -1.05], [0.20, -0.46, -0.14], [-0.47, -0.71, 1.68], [-0.06, -2.99, -1.09], [0.70, 0.42, 1.55], [0.25, 0.48, 0.81], [0.31, 0.02, 1.02]]}

=====

Entry 3:
{"formula": "C8H11N3", "method": "ωB97M-V/def2-TZVPD", "charge": 2, "e_homo_ha": [-0.6176, -0.5832], "spin_multiplicity": 1, "elements": ["C", "C", "C", "C", "C", "C", "C", "C", "N", "N", "N", "H", "H", "H", "H", "H", "H", "H", "H", "H", "H", "H"], "coordinates": [[-2.292, -0.362, -1.729], [-2.747, 0.543, -0.710], [-0.985, -0.725, -1.707], [-1.941, 0.954, 0.284], [-0.102, -0.318, -0.579], [-0.582, 0.574, 0.379], [1.377, 0.822, 1.810], [1.097, -0.908, -0.313], [0.139, 1.055, 1.446], [1.975, 1.053, 2.936], [1.830, -1.430, -1.523], [-3.047, -0.771, -2.535], [-3.800, 0.678, -0.599], [-0.686, -1.587, -2.236], [-2.311, 1.468, 1.193], [1.677, -0.555, 0.543], [-0.427, 1.789, 1.977], [2.943, 1.289, 2.941], [1.448, 1.305, 3.760], [2.831, -1.825, -1.172], [2.095, -0.670, -2.210], [1.509, -2.381, -1.956]], "forces_ev_per_a": [[-0.90, 0.03, -1.46], [-0.51, -1.34, -0.59], [-0.08, 0.32, 1.82], [1.06, 0.85, 2.22], [-0.13, -1.31, -1.11], [-1.56, 0.43, 0.26], [1.61, 0.07, -1.13], [0.09, 0.27, -2.07], [-1.78, 1.49, 1.68], [-1.82, 0.33, -0.41], [3.71, -2.69, 0.93], [1.74, 0.84, 1.85], [-0.53, 0.51, -0.20], [0.46, -0.52, -1.03], [-0.22, -0.02, -0.98], [0.48, -0.65, 0.11], [0.93, -0.99, -0.58], [0.85, -0.31, 0.04], [-0.06, 0.07, 0.55], [-2.46, 1.38, -0.78], [-0.76, -1.13, 0.40], [-0.13, 2.38, 0.49]]}

=====

Quick rundown of total energy, same order as above: -56979.41321 -6794.21693 -12923.82222 eV
Quick rundown of ΔE to the lowest compared entry with this formula, charge and spin, same order as above: 3.9 89.3 40.4 kcal/mol